Record 1
This record from the Open Molecules 2025 dataset describes a cluster of 5 separate species, C31H31F4O17P in total. The level of theory is ωB97M-V/def2-TZVPD.

Properties
HOMO-LUMO gap: 7.78 eV
Calculated total energy: -87615.789 eV
Energy relative to the best compared isomer or geometry (same formula, charge and spin): 0.000 eV

```
! RIJCOSX wB97M-V def2-TZVPD def2/J DEFGRID3
* xyz 0 1
C 3.7408 1.5694 3.3709
C 2.4917 0.9932 2.7228
O 2.8225 -0.0802 1.8595
C 2.3144 0.0559 0.5596
C 2.5299 -1.2809 -0.1443
O 2.5864 -1.1611 -1.5541
C 1.5218 -0.5211 -2.1257
C 0.2336 -1.0271 -1.9515
C -0.8767 -0.4388 -2.5428
C -0.6992 0.7103 -3.3082
C 0.5798 1.2181 -3.4784
C 1.7081 0.6216 -2.9104
C 3.0731 1.1753 -3.1892
O 3.9927 0.4140 -3.3142
C 3.1383 2.6504 -3.3899
C 2.0055 3.2347 -3.9758
C 1.9453 4.5927 -4.2588
C 3.0216 5.3944 -3.9247
C 4.1342 4.8276 -3.3235
C 4.2350 3.4605 -3.0377
P 5.7591 2.9914 -2.0974
C 7.0194 3.8474 -3.1354
O 6.1992 1.4446 -2.3512
C 0.7835 2.4358 -4.2955
O -0.0022 2.8051 -5.1228
H 3.4568 2.0440 4.3090
H 4.2053 2.3291 2.7510
H 4.4567 0.7847 3.5867
H 1.8117 0.6562 3.5067
H 1.9678 1.7809 2.1807
H 1.2474 0.2945 0.5719
H 2.8151 0.8495 -0.0084
H 1.7468 -1.9682 0.1817
H 3.4649 -1.6867 0.2250
H 0.0969 -1.9245 -1.3670
H -1.8516 -0.8776 -2.4079
H -1.5478 1.1768 -3.7820
H 1.0628 5.0250 -4.6994
H 2.9847 6.4530 -4.1213
H 4.9283 5.4957 -3.0309
H 8.0044 3.6387 -2.7311
H 6.8629 4.9164 -3.1821
H 6.9737 3.4169 -4.1378
H 6.3278 1.2324 -3.2855
O -3.4937 -3.0770 -2.0352
C -3.8770 -3.1012 -3.1601
O -5.1701 -3.2336 -3.5186
C -5.2558 -3.0733 -4.9399
C -3.8509 -3.4205 -5.3716
F -3.4654 -2.7218 -6.4617
O -3.0742 -3.0090 -4.2530
H -5.5037 -2.0384 -5.1777
H -6.0115 -3.7322 -5.3579
H -3.6826 -4.4837 -5.5505
O 6.2089 4.2808 3.9933
C 6.1269 3.8054 5.0725
O 6.0991 2.4742 5.3356
C 6.1347 2.3020 6.7552
C 5.6065 3.6293 7.2472
F 6.1621 3.9945 8.4284
O 6.0315 4.5195 6.2337
H 7.1636 2.1367 7.0776
H 5.5219 1.4562 7.0563
H 4.5198 3.6789 7.3371
O -3.1386 -5.8936 3.4238
C -3.6993 -5.3455 2.5385
O -3.4453 -5.5284 1.2212
C -4.4272 -4.8017 0.4696
C -4.8675 -3.7586 1.4653
F -6.1795 -3.4288 1.3194
O -4.6962 -4.4217 2.7038
H -5.2457 -5.4726 0.2015
H -4.0003 -4.3758 -0.4318
H -4.2706 -2.8456 1.4567
O -9.8465 -0.4941 5.0648
C -9.7408 -1.5198 4.4861
O -9.6901 -2.7420 5.0735
C -9.7093 -3.7335 4.0424
C -9.1932 -2.9574 2.8531
F -9.7446 -3.3835 1.6887
O -9.6440 -1.6438 3.1296
H -10.7331 -4.0745 3.8817
H -9.0830 -4.5810 4.3079
H -8.1076 -2.9544 2.7530
*
```

=====

Record 2
This record from the Open Molecules 2025 dataset describes a structure of composition C31H31N10O4Pr. The level of theory is ωB97M-V/def2-TZVPD.

Properties
HOMO-LUMO gap (spin up / spin down): 6.81 / 6.82 eV
Calculated total energy: -69815.585 eV
Energy relative to the best compared isomer or geometry (same formula, charge and spin): 1.275 eV

```
! RIJCOSX wB97M-V def2-TZVPD def2/J DEFGRID3
* xyz 0 3
Pr -0.1256 0.0005 0.0569
O -1.4709 0.4424 -4.2417
C -0.9015 -0.0998 -3.2908
N -1.3748 -0.4338 -2.0830
C -2.7805 -0.5729 -1.9401
C -3.5834 -1.1831 -2.9063
C -4.9174 -1.4421 -2.6531
C -5.4750 -1.1033 -1.4216
C -4.6818 -0.4944 -0.4676
C -3.3423 -0.2128 -0.7226
N -2.5304 0.4094 0.2778
C -2.9556 1.6787 0.5388
O -3.7322 2.3637 -0.1181
C -2.4504 2.2698 1.8375
C -3.1520 3.3093 2.4378
C -2.7492 3.7262 3.6923
C -1.6616 3.1045 4.2940
C -0.9997 2.1141 3.5896
N -1.3790 1.7081 2.3802
C 0.5382 -0.5237 -3.5116
C 1.0039 -0.7336 -4.8016
C 2.2823 -1.2385 -4.9659
C 3.0471 -1.5088 -3.8423
C 2.5075 -1.2376 -2.5939
N 1.2836 -0.7381 -2.4304
H -3.1533 -1.4433 -3.8640
H -5.5247 -1.9141 -3.4154
H -6.5177 -1.3076 -1.2155
H -5.0958 -0.2035 0.4908
H -3.9910 3.7344 1.9068
H -3.2778 4.5226 4.2013
H -1.3242 3.3806 5.2840
H -0.1236 1.6334 4.0135
H 0.3483 -0.5108 -5.6315
H 2.6724 -1.4387 -5.9563
H 4.0403 -1.9312 -3.9101
H 3.0630 -1.4367 -1.6924
C 1.7881 -1.8402 5.4351
N 0.8647 -1.9179 4.3225
C 0.2830 -3.2242 4.0471
C 0.8179 -0.9864 3.3283
N -0.0629 -0.9680 2.3988
N 1.8675 -0.0612 3.3941
C 2.1081 1.0710 2.6220
N 3.1492 1.8080 3.1188
N 1.4426 1.3901 1.5780
H 2.7806 -2.2318 5.1764
H 1.3990 -2.4366 6.2584
H 1.8812 -0.8182 5.7969
H 0.8707 -3.9833 4.5608
H 0.3443 -3.4344 2.9798
H -0.7515 -3.2976 4.3910
H -0.7952 -1.6428 2.5922
H 2.7131 -0.4690 3.7599
H 3.6461 1.4871 3.9299
H 3.6720 2.3605 2.4619
H 1.7057 2.3095 1.2383
C 1.3055 2.6404 -3.7388
C 0.9527 2.3667 -2.3469
N 0.6641 2.0882 -1.2732
H 0.4312 2.4056 -4.3490
H 2.1291 1.9887 -4.0258
H 1.5848 3.6857 -3.8500
O 2.8076 -2.4219 1.9991
C 2.7594 -1.6857 1.0124
O 1.7257 -1.4647 0.2849
C 4.0295 -0.9398 0.6396
C 4.0152 0.2727 -0.0409
C 5.1951 0.9589 -0.2936
C 6.4106 0.4202 0.1105
C 6.4370 -0.8001 0.7731
C 5.2510 -1.4670 1.0490
H 3.0716 0.6780 -0.3847
H 5.1705 1.9061 -0.8189
H 7.3321 0.9499 -0.0957
H 7.3814 -1.2318 1.0794
H 5.2482 -2.4025 1.5920
*
```

=====

Record 3
This record from the Open Molecules 2025 dataset describes a structure of composition C31H31N7O4PPbSe. The level of theory is ωB97M-V/def2-TZVPD.

Properties
HOMO-LUMO gap: 8.31 eV
Calculated total energy: -131148.520 eV
Energy relative to the best compared isomer or geometry (same formula, charge and spin): 0.000 eV

```
! RIJCOSX wB97M-V def2-TZVPD def2/J DEFGRID3
* xyz 1 1
Pb -0.7898 -0.8266 -0.2472
C -1.7279 2.6015 2.0410
C -2.0466 1.1334 2.0998
C -1.3500 0.2904 2.9731
C -1.7188 -1.0384 3.1275
C -2.7885 -1.5571 2.4041
C -3.4519 -0.7480 1.4932
C -3.0787 0.5875 1.3356
H -0.6811 2.7793 1.7909
H -1.9052 3.0615 3.0141
H -2.3517 3.1123 1.3091
H -0.5376 0.6949 3.5671
H -1.1820 -1.6669 3.8267
H -3.0955 -2.5835 2.5518
H -4.2805 -1.1371 0.9161
H -3.6347 1.2122 0.6488
O 3.8665 -2.0114 -1.2775
C 2.9817 -1.3792 -0.7716
O 1.9226 -1.9777 -0.1929
C 2.9642 0.1241 -0.6937
P 1.4702 0.8813 0.0547
C 1.8643 0.9976 1.8276
C 1.8722 2.2132 2.5043
C 2.1273 2.2526 3.8685
C 2.3815 1.0820 4.5662
C 2.3717 -0.1361 3.8980
C 2.1065 -0.1801 2.5393
C 1.5044 2.5903 -0.5311
C 2.7046 3.2807 -0.6922
C 2.6936 4.6057 -1.0960
C 1.4872 5.2534 -1.3291
C 0.2896 4.5742 -1.1627
C 0.2984 3.2439 -0.7685
H 3.0634 0.5033 -1.7115
H 3.8545 0.4136 -0.1291
H 1.6867 3.1376 1.9715
H 2.1324 3.2037 4.3834
H 2.5917 1.1170 5.6263
H 2.5672 -1.0533 4.4376
H 2.0767 -1.1395 2.0373
H 3.6529 2.7951 -0.4990
H 3.6277 5.1353 -1.2244
H 1.4829 6.2886 -1.6416
H -0.6512 5.0789 -1.3373
H -0.6367 2.7113 -0.6536
N -1.9556 -3.2212 -5.1527
N -1.0330 -2.9486 -4.1665
N 0.2555 -2.9407 -4.4073
C 0.7349 -2.5401 -3.2362
N -0.2420 -2.3219 -2.3531
N -1.3797 -2.5939 -2.9741
H -1.5898 -3.9703 -5.7290
H -2.8342 -3.4551 -4.7053
H 1.7838 -2.4133 -3.0386
Se 2.2448 -3.8081 0.0194
C 0.6504 -4.0491 1.0395
C -0.5913 -4.2254 0.4429
C -1.6789 -4.4904 1.2597
N -1.5984 -4.5959 2.5844
C -0.4025 -4.4489 3.1421
C 0.7535 -4.1734 2.4179
H -0.7064 -4.1898 -0.6317
H -2.6612 -4.6390 0.8260
H -0.3592 -4.5514 4.2203
H 1.7022 -4.0495 2.9215
O -3.5614 0.7721 -1.8556
C -2.5311 0.9389 -2.4655
C -2.3758 1.6077 -3.8234
C -0.8680 1.6038 -4.0791
C -0.3050 0.8249 -2.9069
O 0.8611 0.4921 -2.7499
N -1.2913 0.5253 -2.0160
H -2.8286 2.5977 -3.7949
H -2.9321 1.0218 -4.5559
H -0.4232 2.6000 -4.0771
H -0.5717 1.1202 -5.0095
*
```

=====

Record 4
This record from the Open Molecules 2025 dataset describes a structure of composition C31H31N7O4PtS. The level of theory is ωB97M-V/def2-TZVPD.

Properties
HOMO-LUMO gap: 7.27 eV
Calculated total energy: -65339.457 eV
Energy relative to the best compared isomer or geometry (same formula, charge and spin): 0.000 eV

```
! RIJCOSX wB97M-V def2-TZVPD def2/J DEFGRID3
* xyz 2 1
Pt -0.2537 -0.1827 0.9229
C 1.8237 2.2104 0.4638
N 0.8693 1.4758 1.3214
C 0.5344 2.0309 2.4565
C -0.4567 1.4502 3.2445
C -1.0905 1.7414 4.4551
C -2.0705 0.7689 4.6200
C -2.0088 -0.0869 3.5151
N -1.0307 0.3232 2.6924
C 1.1675 3.1662 -0.5061
C 0.3010 4.1462 -0.0255
C -0.2355 5.0950 -0.8808
C 0.1079 5.0843 -2.2273
C 0.9763 4.1181 -2.7112
C 1.5027 3.1564 -1.8551
H 2.4865 1.5141 -0.0296
H 2.4283 2.7937 1.1629
H 1.0382 2.9448 2.7537
H -0.8662 2.5630 5.1159
H -2.7617 0.6769 5.4410
H -2.6454 -0.9236 3.2859
H 0.0505 4.1861 1.0299
H -0.8972 5.8594 -0.4954
H -0.2901 5.8401 -2.8915
H 1.2683 4.1252 -3.7539
H 2.2083 2.4260 -2.2264
O -1.8036 -1.5754 0.7779
C -1.9846 -2.7724 1.5917
C -1.2132 -3.9585 1.0741
C 0.2080 -3.5696 0.6763
C 1.0004 -2.8754 1.7499
C 1.8015 -3.6684 2.5623
C 2.5843 -3.1219 3.5565
C 2.5484 -1.7487 3.7404
C 1.7280 -1.0015 2.9339
N 0.9632 -1.5339 1.9564
H -1.9210 -1.7049 -0.2137
H -3.0581 -2.9539 1.6241
H -1.6458 -2.4942 2.5872
H -1.7072 -4.3967 0.2054
H -1.2220 -4.7160 1.8612
H 0.1566 -2.9462 -0.2045
H 0.7668 -4.4561 0.3844
H 1.8125 -4.7331 2.3748
H 3.2143 -3.7503 4.1714
H 3.1400 -1.2545 4.4969
H 1.6689 0.0620 3.0728
N -2.3616 2.4439 -3.2757
C -2.4372 2.2096 -1.9556
C -1.4451 1.4522 -1.2915
N -1.5848 1.1341 -0.0144
C -2.6453 1.6199 0.6651
C -3.5634 2.4075 -0.0012
N -3.4838 2.6896 -1.2905
H -1.5902 2.1248 -3.8315
H -3.1002 2.9676 -3.7147
H -0.5570 1.1435 -1.8115
H -2.7750 1.3664 1.7009
H -4.4113 2.8076 0.5409
O 2.6174 -2.2220 -0.3873
S 2.1937 -1.1774 -1.2692
O 3.0024 -0.0020 -1.3328
N 0.5624 -0.7901 -0.9247
C -0.2584 -1.4129 -1.8466
O -1.4676 -1.5746 -1.7079
C 0.4813 -1.8848 -3.0353
C -0.0517 -2.3953 -4.2068
C 0.8371 -2.7906 -5.1988
C 2.2145 -2.6864 -5.0158
C 2.7505 -2.1864 -3.8327
C 1.8465 -1.7932 -2.8690
H -1.1224 -2.4790 -4.3358
H 0.4561 -3.1901 -6.1287
H 2.8812 -3.0036 -5.8061
H 3.8185 -2.1117 -3.6810
*
```